{"formula": "C4H11N2O", "method": "wB97M-V/def2-TZVPD", "total_charge": 1, "energy_ha": -343.4883, "orbital_gap_ev": 10.80, "spin_multiplicity": 1, "symbols": ["C", "C", "N", "O", "C", "C", "N", "H", "H", "H", "H", "H", "H", "H", "H", "H", "H", "H"], "positions_angstrom": [[-1.325, -0.603, -1.036], [-1.124, 0.422, 0.038], [-2.054, 0.425, 0.997], [-0.351, 1.446, 0.006], [0.926, 1.252, -0.525], [1.757, 0.295, 0.359], [0.930, -0.821, 0.886], [-0.601, -0.642, -1.865], [-2.220, -0.098, -1.395], [-1.347, -1.603, -0.545], [-2.840, -0.215, 1.088], [-2.004, 1.019, 1.897], [1.411, 2.175, -0.581], [0.791, 0.930, -1.659], [2.710, 0.024, -0.079], [1.919, 0.828, 1.301], [1.193, -1.723, 0.553], [0.913, -0.890, 1.834]], "forces_ev_per_a": [[0.81, 0.39, 0.36], [-1.16, -1.06, 1.36], [0.16, 1.36, 2.24], [-0.37, 0.32, 1.03], [0.83, -2.34, -3.41], [-1.47, 0.02, 1.82], [-0.03, 0.55, -3.90], [-0.17, 0.30, 0.66], [-0.81, -1.25, -0.75], [-0.76, 0.82, -0.65], [0.58, -0.16, -0.78], [0.39, -0.87, -2.45], [0.51, 1.59, 0.13], [0.51, 0.30, 2.34], [-0.02, -0.09, -0.19], [0.66, 0.55, -0.44], [0.17, -0.58, -0.56], [0.16, 0.16, 3.20]], "nbo_charge": [-0.720, 0.777, -0.748, -0.434, -0.085, -0.262, -0.833, 0.264, 0.265, 0.278, 0.435, 0.444, 0.228, 0.190, 0.234, 0.211, 0.382, 0.376]}